1.
Below is a cluster of 2 separate species, C6H11ClNP in total in a non-equilibrium geometry, with properties calculated with the ωB97M-V functional and the def2-TZVPD basis.

XYZ file:
```
20
Properties=species:S:1:pos:R:3:lowdin_charge:R:1
C -2.98 -0.52 -0.54 0.00
C -1.72 -0.79 -0.78 -0.15
C 0.55 -1.08 -0.11 0.04
C -0.60 -0.47 0.23 -0.34
C -1.05 -0.17 1.66 -0.06
C 2.38 -0.27 0.73 -0.88
N 2.68 0.95 -1.61 -0.29
P 2.24 1.39 0.01 0.74
Cl 3.69 -1.29 0.22 0.56
H -3.77 -0.51 -1.30 0.06
H -3.41 -0.61 0.43 0.05
H -1.36 -0.75 -1.79 0.09
H 0.96 -1.26 -1.07 0.04
H -0.12 -0.30 2.25 0.07
H -1.51 0.74 2.01 0.07
H -1.68 -1.03 1.95 0.09
H 2.08 -0.49 1.79 0.03
H 2.98 -0.10 -1.46 -0.02
H 2.05 1.21 -2.34 0.00
H 3.53 1.57 0.41 -0.10
```

Output
**Lowest unoccupied orbital energy**: 0.2 eV
**Frontier orbital gap**: 8.914 eV
**Energy relative to the best compared isomer or geometry (same formula, charge and spin)**: 269.8 kJ/mol
**Molar mass**: 163.6 g/mol
**Maximum force**: 5.31 eV/A


2.
Below is the molecule C2H3N2P in a non-equilibrium geometry, with properties calculated with the ωB97M-V functional and the def2-TZVPD basis.

XYZ file:
```
8
Properties=species:S:1:pos:R:3:lowdin_charge:R:1
C -0.77 -0.50 0.47 -0.26
C -0.60 0.89 0.54 -0.26
N 0.14 -1.19 -0.23 -0.02
N 1.11 -0.36 -0.74 -0.38
P 1.03 1.27 -0.32 0.81
H -1.47 -1.14 0.81 0.06
H -1.21 1.61 0.92 0.00
H 1.78 -0.58 -1.45 0.05
```

Output
**Lowest unoccupied orbital energy (alpha / beta)**: 1.2 / -2.2 eV
**Frontier orbital gap (alpha / beta)**: 7.263 / 7.724 eV
**2S+1**: 3
**Energy relative to the best compared isomer or geometry (same formula, charge and spin)**: 0.0 kJ/mol
**Molar mass**: 86.0 g/mol
**Maximum force**: 3.96 eV/A


3.
Below is the molecule C5H8Br2 in a non-equilibrium geometry, with properties calculated with the ωB97M-V functional and the def2-TZVPD basis.

XYZ file:
```
15
Properties=species:S:1:pos:R:3:lowdin_charge:R:1
C 0.94 0.00 1.29 -0.38
C 1.06 1.08 0.39 -0.63
C 1.00 -1.24 0.42 -0.73
C 0.11 1.57 -0.63 -0.14
C -0.18 -1.79 -0.26 -0.15
Br 2.91 1.57 -0.10 0.64
Br 2.71 -1.81 0.04 0.76
H 1.76 -0.03 2.02 0.10
H 0.03 0.00 1.88 0.12
H -0.89 1.30 -0.37 0.08
H 0.47 1.05 -1.46 0.04
H 0.24 2.65 -0.91 0.09
H -0.21 -1.57 -1.32 0.07
H -1.18 -1.50 0.03 0.09
H -0.15 -2.85 -0.20 0.06
```

Output
**Lowest unoccupied orbital energy (alpha / beta)**: 0.4 / 0.4 eV
**Frontier orbital gap (alpha / beta)**: 7.939 / 7.987 eV
**Energy relative to the best compared isomer or geometry (same formula, charge and spin)**: 275.5 kJ/mol
**Molar mass**: 227.9 g/mol
**Maximum force**: 3.42 eV/A


4.
Below is a cluster of 3 separate species, C4H15N2O2 in total in a non-equilibrium geometry, with properties calculated with the ωB97M-V functional and the def2-TZVPD basis.

XYZ file:
```
23
Properties=species:S:1:pos:R:3:lowdin_charge:R:1
C 0.00 -1.57 -1.44 -0.09
C 0.82 -1.82 -0.16 -0.26
C 1.14 -0.52 0.55 -0.20
N 1.19 2.53 0.43 0.03
C 1.91 1.70 -0.36 -0.33
N 1.75 0.36 -0.51 -0.09
H -0.17 -2.44 -1.90 0.02
H -1.04 -1.33 -1.22 0.08
H 0.57 -0.85 -1.89 0.03
H 1.79 -2.44 -0.41 0.13
H 0.28 -2.60 0.52 0.12
H 2.02 -0.65 1.19 0.12
H 0.17 -0.09 0.83 0.09
H 1.28 3.44 0.68 0.03
H 0.42 2.25 1.08 0.04
H 2.45 2.24 -1.26 0.11
H 2.10 0.03 -1.36 0.09
H -4.32 -0.26 -0.87 0.09
H -4.59 -0.71 0.78 0.06
O -3.94 -0.65 0.01 -0.14
H -0.97 0.76 2.47 0.10
H -1.90 1.22 1.16 0.14
O -0.98 1.41 1.68 -0.17
```

Output
**Lowest unoccupied orbital energy (alpha / beta)**: 0.3 / 0.2 eV
**Frontier orbital gap (alpha / beta)**: 3.878 / 8.378 eV
**2S+1**: 2
**Energy relative to the best compared isomer or geometry (same formula, charge and spin)**: 233.3 kJ/mol
**Molar mass**: 123.2 g/mol
**Maximum force**: 5.39 eV/A


5.
Below is a structure of composition C22H28Cl4CoN2O4 in a non-equilibrium geometry, with properties calculated with the ωB97M-V functional and the def2-TZVPD basis.

XYZ file:
```
61
Properties=species:S:1:pos:R:3:lowdin_charge:R:1
Co 0.48 -0.13 1.21 0.38
Cl -0.12 -0.84 3.15 0.12
N 0.23 -1.85 -0.01 0.10
N -0.27 1.77 0.75 0.11
C 1.30 -2.59 -0.10 -0.34
C 0.62 2.73 0.61 -0.32
C -0.79 -2.39 -0.93 -0.54
C -0.19 -3.74 -1.30 -0.06
C -0.89 -1.49 -2.14 -0.02
C -2.13 -2.55 -0.24 -0.03
H 0.10 -1.36 -2.60 0.09
H -1.29 -0.51 -1.87 0.05
H -1.57 -1.96 -2.87 0.09
H -2.01 -3.06 0.72 0.09
H -2.79 -3.13 -0.89 0.10
H -2.60 -1.57 -0.07 0.03
C -1.61 2.35 0.50 -0.54
C -1.27 3.70 -0.13 -0.06
C -2.35 2.56 1.80 -0.02
C -2.42 1.48 -0.44 -0.04
H -1.86 1.30 -1.36 0.07
H -3.35 2.01 -0.70 0.10
H -2.70 0.54 0.05 0.04
H -1.71 3.12 2.50 0.10
H -2.64 1.61 2.25 0.05
H -3.26 3.14 1.60 0.09
O 0.16 3.87 0.11 0.03
H -1.78 4.55 0.33 0.13
H -1.43 3.72 -1.21 0.13
O 1.20 -3.68 -0.85 0.03
H -0.17 -3.95 -2.38 0.13
H -0.68 -4.57 -0.77 0.13
C 2.61 -2.22 0.49 -0.05
C 2.06 2.62 0.91 -0.05
C 2.61 1.50 0.09 -0.21
H 2.14 2.37 1.98 0.14
H 2.55 3.58 0.73 0.12
C 2.18 0.21 0.36 -0.13
C 2.91 -0.88 -0.09 -0.21
H -2.08 -0.81 2.78 -0.05
C 3.83 -0.70 -1.14 -0.23
C 4.10 0.60 -1.58 -0.02
C 4.48 -1.88 -1.79 -0.06
C 3.52 1.71 -0.97 -0.23
H 4.80 0.75 -2.41 0.11
C 3.83 3.09 -1.44 -0.06
H 4.39 3.05 -2.38 0.07
H 4.45 3.63 -0.71 0.08
H 2.92 3.68 -1.60 0.08
H 5.18 -2.38 -1.11 0.08
H 5.04 -1.56 -2.68 0.07
H 3.73 -2.62 -2.11 0.08
H 3.36 -2.98 0.25 0.12
H 2.47 -2.16 1.57 0.13
Cl -5.59 0.68 2.89 0.52
C -5.31 -0.93 2.18 -1.56
Cl -6.55 -2.07 2.70 0.54
Cl -5.27 -0.81 0.38 0.26
C -3.90 -1.46 2.60 -0.74
O -3.67 -2.63 2.82 0.00
O -3.00 -0.46 2.60 -0.09
```

Output
**Lowest unoccupied orbital energy (alpha / beta)**: 2.3 / 2.3 eV
**Charge**: -1
**Frontier orbital gap (alpha / beta)**: 2.442 / 8.411 eV
**2S+1**: 5
**Energy relative to the best compared isomer or geometry (same formula, charge and spin)**: 0.0 kJ/mol
**Molar mass**: 585.2 g/mol
**Maximum force**: 5.11 eV/A


6.
Below is the ion C5H13N2O with charge -1, with properties calculated with the ωB97M-V functional and the def2-TZVPD basis.

XYZ file:
```
21
Properties=species:S:1:pos:R:3:lowdin_charge:R:1
C -0.15 0.49 -0.11 -0.27
N -1.49 0.56 0.38 -0.08
C -1.89 1.97 0.70 -0.59
O -1.75 2.86 -0.28 -0.35
C 0.54 -0.87 0.10 -0.42
C 1.90 -0.89 -0.58 -0.26
C 2.90 -1.83 0.06 -0.13
N -0.29 -2.03 -0.29 0.03
H -0.04 0.78 -1.17 0.11
H 0.46 1.23 0.41 0.11
H -2.13 0.13 -0.28 0.07
H -2.95 1.85 1.07 0.07
H -1.26 2.19 1.60 0.07
H 0.69 -0.95 1.18 0.12
H 2.33 0.12 -0.66 0.11
H 1.77 -1.20 -1.63 0.11
H 3.86 -1.79 -0.46 0.06
H 2.56 -2.87 0.01 0.07
H 3.10 -1.55 1.10 0.07
H 0.26 -2.62 -0.91 0.04
H -1.07 -1.71 -0.85 0.05
```

Output
**Lowest unoccupied orbital energy**: 3.5 eV
**Charge**: -1
**Frontier orbital gap**: 5.893 eV
**SMILES**: CC[C@H](N)CNC[O-]
**Energy relative to the best compared isomer or geometry (same formula, charge and spin)**: 62.6 kJ/mol
**Molar mass**: 117.2 g/mol
**Maximum force**: 0.72 eV/A


7.
Below is a cluster of 8 separate species, H16O8 in total in a non-equilibrium geometry, with properties calculated with the ωB97M-V functional and the def2-TZVPD basis.

XYZ file:
```
24
Properties=species:S:1:pos:R:3:lowdin_charge:R:1
O -14.39 -17.16 -16.08 -0.02
H -13.53 -16.78 -16.14 0.05
H -14.25 -18.10 -15.96 0.09
O -19.23 -14.42 -12.82 -0.03
H -19.30 -13.48 -12.88 0.03
H -18.36 -14.68 -13.12 -0.01
O -18.58 -17.43 -11.96 -0.03
H -18.31 -17.39 -12.87 0.00
H -19.38 -16.94 -11.89 0.02
O -13.43 -16.43 -13.16 0.00
H -13.52 -15.61 -13.59 0.03
H -13.63 -16.96 -13.91 -0.01
O -16.52 -17.21 -14.26 -0.05
H -15.99 -16.94 -15.01 0.01
H -16.50 -16.50 -13.62 -0.01
O -15.18 -18.47 -12.18 -0.07
H -14.42 -17.89 -12.05 0.00
H -15.66 -18.17 -12.98 -0.02
O -16.30 -15.05 -12.55 -0.01
H -15.45 -15.18 -12.23 0.01
H -16.79 -15.06 -11.73 0.07
O -14.95 -15.45 -18.23 -0.09
H -14.10 -15.81 -18.61 0.06
H -15.16 -16.00 -17.46 -0.01
```

Output
**Lowest unoccupied orbital energy**: -0.3 eV
**Frontier orbital gap**: 10.225 eV
**SMILES**: O.O.O.O.O.O.O.O
**Energy relative to the best compared isomer or geometry (same formula, charge and spin)**: 226.5 kJ/mol
**Molar mass**: 144.1 g/mol
**Maximum force**: 3.04 eV/A


8.
Below is a structure of composition C21H31BaIN3O2S3Se2 in a non-equilibrium geometry, with properties calculated with the ωB97M-V functional and the def2-TZVPD basis.

XYZ file:
```
64
Properties=species:S:1:pos:R:3:lowdin_charge:R:1
Ba 0.44 -0.86 0.95 1.21
C 0.86 1.13 3.13 -0.78
C 1.37 -0.10 3.99 -0.54
S 1.26 -1.70 3.48 0.79
C 2.61 -2.32 2.85 -0.62
C 2.85 -2.89 1.40 -0.75
S 2.63 -2.19 0.06 0.39
C 3.46 -0.25 0.19 -0.31
C 3.09 0.77 1.35 -0.40
S 1.35 1.60 1.75 0.77
H 1.09 2.03 3.75 0.09
H -0.24 1.06 3.09 0.06
H 0.89 0.02 4.98 0.09
H 2.45 -0.01 4.22 0.08
H 2.90 -3.14 3.53 0.09
H 3.37 -1.56 3.06 0.08
H 2.21 -3.79 1.29 0.11
H 3.90 -3.25 1.37 0.08
H 3.37 0.32 -0.76 0.08
H 4.54 -0.49 0.31 0.07
H 3.82 1.61 1.24 0.07
H 3.35 0.37 2.32 0.02
O -1.45 -2.54 -5.93 -0.09
C -0.27 -1.79 -6.02 -0.26
C 0.23 -1.37 -4.61 -0.57
C 1.52 -0.53 -4.78 -0.29
O 2.53 -1.25 -5.44 -0.10
C -0.88 -0.52 -3.93 -0.58
Se -0.41 0.10 -2.13 0.22
C 0.51 -2.66 -3.78 -0.53
Se 1.17 -2.30 -1.97 0.32
H -1.71 -2.76 -6.87 0.10
H -0.46 -0.87 -6.63 0.12
H 0.51 -2.40 -6.53 0.12
H 1.91 -0.15 -3.80 0.07
H 1.30 0.38 -5.37 0.12
H 3.07 -1.70 -4.74 0.10
H -1.82 -1.10 -3.84 0.06
H -1.09 0.38 -4.55 0.05
H 1.26 -3.30 -4.29 0.05
H -0.42 -3.26 -3.67 0.07
N -0.84 1.63 0.76 -0.05
C -1.37 2.65 0.69 -0.13
C -2.02 3.93 0.59 -0.20
C -2.81 4.40 1.65 -0.03
C -3.44 5.64 1.56 -0.08
C -3.30 6.42 0.40 -0.09
C -2.52 5.95 -0.66 -0.07
C -1.88 4.71 -0.57 -0.01
H -2.92 3.81 2.55 0.11
H -4.05 6.01 2.38 0.10
H -3.79 7.38 0.33 0.10
H -2.41 6.55 -1.56 0.10
H -1.28 4.35 -1.40 0.12
I -4.68 -4.22 4.26 0.76
C -3.15 -2.82 3.88 -0.72
C -2.74 -1.84 4.68 -0.19
N -1.71 -1.15 4.02 -0.03
N -1.51 -1.75 2.80 -0.18
C -2.32 -2.72 2.67 -0.27
H -3.13 -1.60 5.66 0.10
H -1.18 -0.34 4.37 0.12
H -2.37 -3.36 1.79 0.00
H -1.66 -2.34 0.50 -0.12
```

Output
**Lowest unoccupied orbital energy (alpha / beta)**: 1.3 / 1.3 eV
**Charge**: -1
**Frontier orbital gap (alpha / beta)**: 2.177 / 2.176 eV
**Energy relative to the best compared isomer or geometry (same formula, charge and spin)**: 362.5 kJ/mol
**Molar mass**: 875.9 g/mol
**Maximum force**: 13.17 eV/A


9.
Below is the molecule C3H8IP in a non-equilibrium geometry, with properties calculated with the ωB97M-V functional and the def2-TZVPD basis.

XYZ file:
```
13
Properties=species:S:1:pos:R:3:lowdin_charge:R:1
C 0.37 2.02 -0.34 -0.19
C -0.06 -2.14 0.28 -0.34
C 0.45 0.52 0.04 -0.61
P -0.57 -0.68 -0.90 0.65
I -3.08 0.17 0.06 0.05
H -0.07 2.03 -1.35 0.05
H -0.42 2.51 0.39 0.10
H 1.34 2.46 -0.35 0.04
H -0.25 -1.87 1.22 -0.05
H 1.10 -2.24 0.20 0.07
H -0.54 -3.12 0.03 0.04
H 0.23 0.21 1.09 0.06
H 1.52 0.13 -0.37 0.12
```

Output
**Lowest unoccupied orbital energy**: -0.7 eV
**Frontier orbital gap**: 8.241 eV
**SMILES**: CCP(C)I
**Energy relative to the best compared isomer or geometry (same formula, charge and spin)**: 140.3 kJ/mol
**Molar mass**: 202.0 g/mol
**Maximum force**: 4.77 eV/A


10.
Below is a structure of composition C6H8LiO6Tm in a non-equilibrium geometry, with properties calculated with the ωB97M-V functional and the def2-TZVPD basis.

XYZ file:
```
22
Properties=species:S:1:pos:R:3:lowdin_charge:R:1
O 0.19 -0.39 1.54 -0.16
C -0.57 0.77 1.53 -0.50
C 1.37 -0.22 2.36 -0.05
O -1.77 0.70 1.36 0.10
O -0.04 1.64 2.37 0.15
C 1.29 1.25 2.76 -0.02
H 2.28 -0.44 1.78 0.15
H 1.27 -0.92 3.19 0.16
H 2.00 1.87 2.18 0.16
H 1.41 1.42 3.83 0.16
Tm 0.19 -1.80 -0.20 1.80
O 1.50 -0.44 -0.95 -0.24
O 0.29 0.86 -2.26 -0.04
C -0.29 -0.28 -2.93 -0.15
C -1.61 -0.72 -2.30 -0.25
O -1.51 -1.17 -0.98 -0.45
C 1.15 0.75 -1.23 -0.18
H -0.48 0.05 -3.95 0.16
H 0.43 -1.12 -2.96 0.12
H -2.07 -1.48 -2.95 0.15
H -2.29 0.14 -2.41 0.15
Li -2.74 -0.46 0.19 0.80
```

Output
**Lowest unoccupied orbital energy (alpha / beta)**: -8.9 / -8.9 eV
**Charge**: +2
**Frontier orbital gap (alpha / beta)**: 6.542 / 6.602 eV
**2S+1**: 3
**Energy relative to the best compared isomer or geometry (same formula, charge and spin)**: 10.7 kJ/mol
**Molar mass**: 352.0 g/mol
**Maximum force**: 4.97 eV/A


11.
Below is a cluster of 2 separate species, C9H6NO4 in total in a non-equilibrium geometry, with properties calculated with the ωB97M-V functional and the def2-TZVPD basis.

XYZ file:
```
20
Properties=species:S:1:pos:R:3:lowdin_charge:R:1
C 2.01 1.00 -0.85 -0.07
C -0.03 -1.35 0.98 0.01
C -0.45 0.30 -1.33 -0.01
C 2.87 0.60 0.14 -0.17
C 0.79 0.30 -0.66 -0.23
C 0.95 -0.52 0.48 -0.26
C -1.27 -1.37 0.33 -0.44
C -1.94 1.65 0.69 -0.46
C -1.43 -0.52 -0.84 -0.32
N 2.23 -0.33 0.94 0.05
O -1.04 1.62 1.40 0.21
O -2.30 -2.06 0.65 -0.12
O -2.90 1.85 0.09 0.20
O -2.67 -0.65 -1.39 0.00
H 2.22 1.71 -1.62 0.08
H 0.14 -1.97 1.85 0.10
H -0.62 0.91 -2.21 0.12
H 3.88 0.89 0.34 0.08
H 2.63 -0.76 1.75 0.14
H -3.05 -1.31 -0.75 0.09
```

Output
**Lowest unoccupied orbital energy**: 3.6 eV
**Charge**: -1
**Frontier orbital gap**: 6.187 eV
**Energy relative to the best compared isomer or geometry (same formula, charge and spin)**: 0.0 kJ/mol
**Molar mass**: 192.2 g/mol
**Maximum force**: 1.52 eV/A


12.
Below is the molecule C5H8O in a non-equilibrium geometry, with properties calculated with the ωB97M-V functional and the def2-TZVPD basis.

XYZ file:
```
14
Properties=species:S:1:pos:R:3:lowdin_charge:R:1
C 1.29 0.33 0.96 0.00
C 0.23 -0.17 0.01 -0.50
C 0.16 0.29 -1.41 -0.06
C -1.00 0.52 -0.48 -0.10
C -1.30 -1.85 0.65 0.06
O -0.11 -1.57 0.16 -0.12
H 0.98 0.29 2.01 0.08
H 2.21 -0.27 0.85 0.09
H 1.56 1.37 0.72 0.09
H 0.04 -0.47 -2.18 0.12
H 0.76 1.15 -1.67 0.11
H -1.32 1.49 -0.13 0.11
H -1.82 -0.18 -0.66 0.09
H -1.67 -0.93 1.17 0.02
```

Output
**Lowest unoccupied orbital energy**: 0.8 eV
**Frontier orbital gap**: 9.225 eV
**Energy relative to the best compared isomer or geometry (same formula, charge and spin)**: 438.3 kJ/mol
**Molar mass**: 84.1 g/mol
**Maximum force**: 1.25 eV/A